No. 1
Formula: C3H5N2
Source: the OMol25 dataset
Level of theory: ωB97M-V/def2-TZVPD

Values from the calculation:
Energy above the lowest of the compared OMol25 structures with the same formula, charge and spin ... 150.2 kcal per mole
Kohn-Sham gap ... 9.59 eV
Net charge ... +1
Strongest force on any atom ... 5.3 eV/Å

The geometry in XYZ format:
```
10
Properties=species:S:1:pos:R:3:forces:R:3:nbo_charge:R:1
N -0.881 -0.744 0.277 0.547 -1.784 -1.286 -0.453
C 1.507 -1.563 0.163 -0.085 -2.230 -2.903 -0.520
C 0.315 -1.177 0.221 -1.257 -0.592 0.660 0.517
N -0.196 1.492 0.124 -1.640 1.090 -1.794 -0.459
H -3.365 0.276 -0.382 1.034 0.035 2.066 0.046
H -2.986 0.253 0.353 -1.416 0.140 -2.092 -0.027
C -0.728 0.477 -0.170 2.023 3.792 3.134 0.753
H -0.040 2.537 0.170 -0.353 -1.828 -0.376 0.514
H 1.792 -2.247 -0.676 -0.762 0.538 0.170 0.325
H 2.336 -1.548 0.748 1.909 0.840 2.420 0.303
```
Positions in Å, forces in eV/Å.

---

No. 2
Formula: C40H36BiBr2NO2P
Source: the OMol25 dataset
Level of theory: ωB97M-V/def2-TZVPD

Values from the calculation:
Energy above the lowest of the compared OMol25 structures with the same formula, charge and spin ... 0.0 kcal per mole
Kohn-Sham gap ... 7.29 eV
Net charge ... +1
Strongest force on any atom ... 0.5 eV/Å

The geometry in XYZ format:
```
83
Properties=species:S:1:pos:R:3:forces:R:3:nbo_charge:R:1
C -2.885 -3.460 1.392 -0.047 0.067 -0.037 -0.644
Br 3.377 0.957 -3.299 0.011 0.041 0.004 0.102
H -4.228 -0.899 2.734 0.046 0.001 -0.015 0.235
H -1.312 -1.519 -3.576 -0.037 -0.002 0.008 0.223
H 3.119 -5.722 -2.498 0.001 0.017 0.016 0.244
C 2.105 -1.165 1.644 -0.221 0.353 0.043 0.281
H -2.951 -0.989 -3.939 0.021 -0.010 0.010 0.228
C -3.614 1.434 0.442 -0.019 -0.102 -0.053 -0.642
H -0.324 2.134 -1.584 0.028 0.042 -0.018 0.218
C 1.368 2.680 -0.372 0.024 -0.123 0.001 -0.266
C 2.569 -4.935 -1.998 0.041 0.020 -0.064 -0.104
H -4.238 1.921 -0.307 0.030 -0.016 0.026 0.227
C -2.646 -2.539 -0.965 0.164 -0.024 -0.036 -0.022
C 2.802 -3.592 -2.368 -0.075 -0.036 0.110 -0.033
H -0.569 1.214 3.484 -0.002 0.037 0.008 0.218
H 4.043 3.021 4.383 -0.015 -0.036 -0.028 0.232
C 0.899 3.612 -2.544 -0.001 0.003 0.000 -0.195
C 0.564 2.755 -1.509 -0.034 0.010 0.018 -0.211
H -2.697 1.955 -1.839 -0.004 -0.013 -0.001 0.219
C 2.616 2.391 2.918 -0.022 0.047 -0.035 -0.195
Bi 0.171 -0.991 0.313 0.217 0.146 -0.375 1.496
H 0.271 3.671 -3.425 0.019 -0.007 0.041 0.227
C -0.828 3.916 1.441 -0.001 0.011 0.024 -0.224
C 3.872 -1.827 -3.608 0.002 0.080 0.008 -0.209
C 0.967 -4.192 -0.393 -0.012 0.082 -0.004 0.097
H -4.202 1.379 1.355 0.016 -0.014 -0.015 0.225
C -0.905 2.177 3.110 0.002 0.007 -0.081 -0.213
C -3.192 0.058 -0.032 0.132 0.082 -0.003 -0.012
H -2.762 2.092 0.639 -0.006 -0.005 -0.002 0.219
H 4.115 -1.135 3.330 -0.017 0.036 -0.009 0.234
C -2.368 -1.675 -3.327 -0.015 0.026 0.088 -0.650
C -0.399 2.676 1.906 -0.038 -0.181 0.053 -0.363
H -2.131 -4.639 -0.711 0.002 0.027 -0.032 0.215
H 0.246 -4.393 0.396 0.064 0.024 -0.086 0.207
Br 4.749 -4.407 -4.324 -0.012 -0.002 0.021 0.095
C 1.665 -5.235 -1.016 -0.021 -0.065 0.021 -0.262
N 1.152 -2.936 -0.732 -0.011 -0.184 0.047 -0.514
H -2.081 5.615 1.814 0.023 -0.053 0.019 0.221
C -3.209 -0.756 2.359 -0.099 -0.032 -0.092 -0.658
C -2.890 -0.155 -1.385 -0.010 0.001 -0.018 -0.017
H 3.790 4.862 -1.291 -0.068 -0.050 0.011 0.229
H -1.497 -3.911 -2.176 -0.023 -0.003 0.008 0.220
C 3.121 -0.863 -2.906 0.024 0.068 -0.047 -0.128
C -3.106 -1.011 0.866 -0.023 -0.005 0.186 -0.026
H -3.198 -4.394 0.933 -0.001 0.010 0.010 0.229
H 2.318 5.052 -3.269 -0.013 -0.051 0.067 0.229
C 3.714 -0.136 3.216 -0.002 -0.094 -0.002 -0.094
C 2.655 0.056 2.328 0.033 -0.082 0.019 -0.213
H -2.630 -2.684 -3.635 0.007 0.024 0.011 0.227
C -2.630 -1.451 -1.852 0.009 -0.001 -0.044 -0.003
H -2.971 4.724 3.941 0.019 -0.020 -0.028 0.229
C -1.754 4.648 2.177 0.000 0.015 -0.013 -0.143
C -2.254 4.148 3.370 -0.008 0.003 -0.019 -0.204
C -2.880 -2.315 0.397 -0.013 -0.090 0.162 -0.027
H -2.566 -1.434 2.925 -0.030 0.026 -0.044 0.215
H -2.214 2.518 4.771 0.018 0.020 -0.040 0.228
H -2.910 0.261 2.609 -0.024 -0.037 -0.027 0.224
H -3.577 -3.264 2.209 0.025 -0.008 -0.024 0.231
H -3.799 1.095 -2.904 0.038 -0.005 0.014 0.235
H -0.445 4.317 0.512 0.004 -0.015 0.013 0.233
H -1.898 -3.629 1.844 -0.060 0.013 -0.039 0.204
C -1.830 2.909 3.838 0.045 -0.039 -0.001 -0.192
C 2.057 -2.607 -1.689 -0.109 -0.027 0.121 0.099
C 2.877 4.280 -1.346 0.031 -0.036 0.049 -0.202
H 2.179 3.378 2.818 0.001 -0.017 0.011 0.231
H -3.203 -4.321 -2.066 0.026 0.017 0.021 0.235
C 3.663 2.190 3.801 0.015 0.009 0.035 -0.173
O 1.488 -0.319 -1.269 -0.177 -0.236 0.057 -0.829
O 2.628 -2.239 1.735 0.095 -0.211 0.004 -0.535
H 3.198 3.340 0.554 -0.013 0.029 0.016 0.225
H 1.485 -6.259 -0.715 0.000 0.051 -0.007 0.241
C 2.114 1.333 2.161 -0.079 0.060 -0.084 -0.310
C 3.721 -3.156 -3.351 0.048 -0.053 -0.083 -0.115
H 4.576 -1.495 -4.359 -0.020 0.007 0.019 0.251
C 4.219 0.923 3.945 0.000 0.042 -0.001 -0.199
C 2.053 4.382 -2.458 -0.014 -0.008 -0.032 -0.188
C 2.207 -1.214 -1.943 -0.058 0.033 0.023 0.279
H 5.036 0.762 4.637 -0.014 0.010 -0.014 0.232
C -2.858 1.008 -2.351 -0.013 -0.051 0.025 -0.654
C -2.354 -3.926 -1.500 -0.019 0.071 0.030 -0.648
H -2.062 0.888 -3.086 -0.024 -0.001 0.016 0.224
P 0.760 1.628 0.971 0.262 0.356 0.155 0.913
C 2.540 3.427 -0.300 -0.016 0.021 -0.092 -0.211
```
Positions in Å, forces in eV/Å.

---

No. 3
Formula: C6H4Br2N2
Source: the OMol25 dataset
Level of theory: ωB97M-V/def2-TZVPD

Values from the calculation:
Structure (SMILES) ... N#C\C(Br)=C/C=C\C=N/Br
Energy above the lowest of the compared OMol25 structures with the same formula, charge and spin ... 63.6 kcal per mole
Kohn-Sham gap ... 8.47 eV
Net charge ... 0
Strongest force on any atom ... 6.3 eV/Å

The geometry in XYZ format:
```
14
Properties=species:S:1:pos:R:3:forces:R:3:nbo_charge:R:1
Br 2.250 1.125 -1.345 0.804 -0.368 0.339 0.166
H -1.328 1.326 -2.046 0.176 -0.938 0.492 0.229
H 1.623 -1.294 1.395 -1.549 1.275 -1.022 0.253
H -0.802 -0.977 -2.164 0.006 -1.682 0.062 0.231
C -0.423 0.817 -1.643 0.517 2.248 0.472 0.043
C 0.086 0.083 1.840 0.146 0.371 0.371 -0.151
N 0.551 1.625 -1.795 -0.746 0.634 -0.315 -0.456
Br 0.850 0.790 3.499 -0.178 -0.755 -1.192 0.103
H 0.328 -2.344 -0.466 -0.295 0.541 0.719 0.245
C -0.376 -0.569 -1.263 0.244 -1.287 1.689 -0.204
C 0.152 -1.286 -0.190 -1.906 -0.010 -5.976 -0.210
C -1.250 0.560 1.689 -0.031 0.035 -0.528 0.215
C 0.672 -0.763 0.968 2.793 -0.099 4.790 -0.194
N -2.334 0.906 1.521 0.019 0.036 0.099 -0.269
```
Positions in Å, forces in eV/Å.